No. 1
ORCA calculation (wB97M-V/def2-TZVPD) on a 2-piece molecular cluster, C10H16 overall in a non-equilibrium geometry.

Last column: natural (NBO) charge in e.
CARTESIAN COORDINATES (ANGSTROEM)
C  1.381  -2.386  -1.563  -0.6510
C  0.678  -0.093  -1.922  -0.2325
C  1.477  -0.932  -1.161  0.2080
C  0.495  1.251  -1.527  -0.0683
C  2.278  -0.483  -0.129  -0.0946
C  1.365  1.694  -0.462  0.0165
C  2.255  0.889  0.214  -0.2152
H  0.019  -0.552  -2.660  0.2522
H  -0.030  2.009  -2.060  0.2554
H  0.744  -2.419  -2.435  0.2358
H  1.014  -2.899  -0.692  0.2647
H  2.840  -1.054  0.633  0.2645
H  1.104  2.626  0.034  0.2433
H  2.833  1.299  0.988  0.2528
H  2.185  -2.692  -2.050  0.2607
C  -1.634  0.099  0.835  -0.4092
C  -2.204  -0.617  1.989  -0.6586
C  -1.694  1.549  1.155  -0.6008
H  -0.570  -0.166  0.366  0.1626
H  -2.196  -0.205  -0.119  0.2044
H  -2.732  -0.005  2.754  0.2268
H  -1.775  2.133  0.201  0.1938
H  -1.480  -1.330  2.471  0.2207
H  -3.103  -1.281  1.894  0.2374
H  -2.581  1.702  1.703  0.2334
H  -0.671  1.865  1.542  0.1974

As for the net charge: +1. The calculation puts the LUMO energy (alpha / beta) at -0.162 / -0.311 Ha. Its spin multiplicity is 2. Its energy above the lowest of the compared OMol25 structures with the same formula, charge and spin is 228.2 kJ/mol. As for the electronic energy: -390.22297 hartree. As for the gap between HOMO and LUMO (alpha / beta): 9.182 / 5.098 eV. The calculation puts the highest occupied orbital energy (alpha / beta) at -13.6 / -13.6 eV.

No. 2
ORCA calculation (wB97M-V/def2-TZVPD) on C10H16BCl3F4OTc as an isolated structure in a non-equilibrium geometry.

Last column: Löwdin charge in e.
CARTESIAN COORDINATES (ANGSTROEM)
C  -2.128  -0.692  -1.358  -0.2980
C  -2.014  0.657  -1.759  -0.2880
C  -1.817  1.469  -0.612  -0.3210
C  -2.206  1.161  -3.133  -0.0641
C  -1.717  0.605  0.549  -0.5075
C  -1.941  -0.757  0.059  -0.3768
C  -2.430  -1.854  0.931  -0.0648
C  -2.449  -1.840  -2.214  -0.0944
C  -1.816  2.938  -0.592  -0.0997
C  -2.072  0.998  1.956  -0.1329
Tc  0.247  -0.149  0.287  1.0267
Cl  1.139  1.100  -1.628  -0.1834
Cl  0.780  -1.751  -1.368  -0.0515
Cl  0.734  1.874  1.289  0.0623
H  -1.804  0.452  -3.867  0.0749
H  -1.712  2.127  -3.277  0.0657
H  -3.277  1.300  -3.344  0.0743
H  -1.131  3.387  -1.324  0.0677
H  -1.522  3.315  0.395  0.0432
H  -2.828  3.298  -0.827  0.0740
H  -1.746  2.020  2.145  0.0212
H  -1.523  0.362  2.670  0.0761
H  -3.157  0.966  2.128  0.0731
H  -3.040  -1.425  1.750  0.0763
H  -1.623  -2.424  1.360  0.0464
H  -2.979  -2.591  0.335  0.0645
H  -1.720  -1.918  -3.018  0.0582
H  -3.448  -1.773  -2.646  0.0720
H  -2.413  -2.758  -1.632  0.0596
O  0.337  -1.653  1.375  -0.4939
H  0.743  -2.525  1.299  0.0097
F  2.386  -0.287  1.330  -0.1604
B  3.781  -0.863  1.459  -1.1649
F  4.429  -0.347  0.349  0.1078
F  4.322  -0.442  2.691  0.0757
F  3.707  -2.274  1.456  0.0719

As for the net charge: -2. The calculation puts the LUMO energy (alpha / beta) at 0.199 / 0.198 Ha. Its spin multiplicity is 4. Its energy above the lowest of the compared OMol25 structures with the same formula, charge and spin is 14.4 kJ/mol. As for the electronic energy: -2351.88982 hartree. As for the gap between HOMO and LUMO (alpha / beta): 5.947 / 6.951 eV. The calculation puts the highest occupied orbital energy (alpha / beta) at -0.5 / -1.6 eV.

No. 3
ORCA calculation (wB97M-V/def2-TZVPD) on C10H16BaN2PSe as an isolated structure in a non-equilibrium geometry.

Last column: natural (NBO) charge in e.
CARTESIAN COORDINATES (ANGSTROEM)
C  0.638  0.113  -3.487  -0.4523
C  -0.140  0.015  -4.648  -0.3269
C  -0.474  -1.346  -4.896  -0.3622
C  0.099  -2.173  -3.887  -0.3267
C  0.799  -1.384  -2.967  -0.4208
Ba  1.829  0.576  -0.087  0.3336
P  -1.109  1.641  -0.472  -0.1383
H  1.080  1.011  -3.039  0.1442
H  -0.446  0.857  -5.268  0.1875
H  -1.073  -1.702  -5.732  0.1833
H  1.361  -1.709  -2.082  0.1726
H  0.006  -3.258  -3.838  0.1882
H  -2.002  2.388  0.350  -0.0014
H  -2.141  1.062  -1.277  0.0270
H  -0.874  2.735  -1.378  0.0441
C  -2.202  -0.653  2.261  -0.4060
N  -0.923  -0.054  2.617  -0.3913
C  -0.755  1.078  3.394  -0.0726
C  0.567  1.344  3.450  -0.0628
N  1.200  0.417  2.625  -0.4520
C  2.646  0.129  2.679  -0.5533
C  0.269  -0.508  2.165  0.1303
Se  0.609  -1.953  1.051  -0.3148
H  -2.631  -0.163  1.377  0.2115
H  -2.886  -0.545  3.111  0.2055
H  -2.044  -1.714  2.044  0.2486
H  -1.600  1.565  3.853  0.2306
H  1.138  2.094  3.969  0.2512
H  3.220  1.043  2.425  0.2454
H  2.937  -0.198  3.689  0.2357
H  2.901  -0.709  1.997  0.2418

As for the net charge: -1. The calculation puts the LUMO energy (alpha / beta) at 0.083 / 0.083 Ha. Its energy above the lowest of the compared OMol25 structures with the same formula, charge and spin is 22.2 kJ/mol. As for the electronic energy: -3268.25455 hartree. As for the gap between HOMO and LUMO (alpha / beta): 2.961 / 2.962 eV. The calculation puts the highest occupied orbital energy (alpha / beta) at -0.7 / -0.7 eV.

No. 4
ORCA calculation (wB97M-V/def2-TZVPD) on C10H16BrClINOPPt as an isolated structure in a non-equilibrium geometry.

Last column: natural (NBO) charge in e.
CARTESIAN COORDINATES (ANGSTROEM)
C  -0.083  -4.076  -2.630  -0.6296
I  1.095  -2.448  -1.670  0.5897
H  -1.154  -3.949  -2.425  0.2693
H  0.335  -5.016  -2.257  0.2734
H  0.160  -3.959  -3.690  0.2780
Pt  0.173  -0.337  -0.337  0.7300
P  -0.163  1.191  -2.043  1.1221
C  1.372  1.604  -2.916  -0.9745
C  -1.332  0.607  -3.259  -0.9823
H  -1.679  2.527  -0.739  0.2828
H  -1.020  3.456  -2.110  0.2947
H  -0.028  3.151  -0.671  0.2687
C  -0.785  2.729  -1.337  -0.9761
H  -2.312  0.427  -2.790  0.2945
H  -1.424  1.348  -4.057  0.2940
H  1.171  2.282  -3.757  0.3013
H  1.835  0.688  -3.309  0.2538
H  -0.985  -0.344  -3.685  0.2498
H  2.091  2.086  -2.236  0.2736
C  2.046  0.031  -0.095  0.3739
O  3.198  -0.085  -0.139  -0.3563
Cl  -2.268  -0.170  -0.088  -0.3644
Br  -0.106  -4.975  3.505  0.6604
C  0.047  -3.117  3.158  -0.1008
C  0.170  -2.222  4.223  -0.0981
C  0.277  -0.859  3.911  -0.1848
C  0.296  -0.454  2.577  0.1739
N  0.194  -1.341  1.575  -0.5321
C  0.050  -2.652  1.833  0.1258
H  0.188  -2.592  5.243  0.2985
H  0.355  -0.063  4.650  0.2996
H  0.378  0.597  2.272  0.2533
H  -0.047  -3.338  0.995  0.2380

As for the net charge: +3. The calculation puts the LUMO energy (alpha / beta) at -0.392 / -0.551 Ha. Its spin multiplicity is 5. Its energy above the lowest of the compared OMol25 structures with the same formula, charge and spin is 0.0 kJ/mol. As for the electronic energy: -4311.94984 hartree. As for the gap between HOMO and LUMO (alpha / beta): 5.884 / 4.433 eV. The calculation puts the highest occupied orbital energy (alpha / beta) at -16.6 / -19.4 eV.